C29H38N2NaO2PS | ωB97M-V/def2-TZVPD

Cartesian coordinates (Å):
H: 2.87 -2.87 2.64
C: 2.08 1.74 -4.73
P: -0.22 0.97 -1.31
H: -2.75 -4.01 0.34
H: -3.14 -0.52 -5.06
H: -5.06 0.55 -1.39
H: 1.13 -2.45 5.11
C: 2.12 0.39 -0.72
N: -0.09 0.61 2.48
C: 0.73 4.37 0.80
H: 3.34 -2.26 4.22
C: -4.26 -0.01 -3.31
H: 2.50 -3.61 -1.97
C: -1.88 0.31 -3.55
H: -0.46 6.11 1.24
H: 1.59 4.71 1.35
H: -2.02 -0.11 2.44
C: -2.96 0.89 -1.50
H: -1.00 0.19 -4.16
H: 0.07 -3.50 -2.40
C: -3.10 -0.11 -4.06
H: 0.63 1.77 4.11
C: -1.49 4.70 -0.02
C: 1.80 -3.60 -1.13
Na: 0.77 -1.14 0.84
H: -1.66 0.83 3.89
C: -1.24 0.09 3.19
C: 1.05 1.17 -2.64
H: -0.39 1.31 1.81
C: 0.94 1.69 -3.92
H: 3.02 -0.63 2.23
H: 1.69 2.55 0.19
N: 2.32 -0.91 2.91
O: 2.68 -0.60 -0.20
C: 1.00 1.17 3.27
C: 1.97 0.13 3.84
C: -2.70 -2.93 0.22
C: -0.41 5.15 0.74
H: 1.54 1.85 2.61
H: 1.44 -3.91 4.20
C: -1.71 -2.56 -0.86
H: -2.41 -2.49 1.17
S: -0.26 -2.61 3.19
C: -1.78 0.85 -2.27
H: 0.01 2.09 -4.29
H: -2.91 1.20 -0.46
H: 4.16 1.29 -4.93
O: -0.40 -2.96 -0.46
C: 2.28 0.69 -2.19
C: 3.40 0.69 -3.00
H: -1.72 -1.47 -1.04
H: -1.96 -3.04 -1.81
C: 0.78 3.15 0.15
H: -2.38 5.31 -0.12
C: 0.51 -2.95 -1.55
H: -0.41 -0.95 4.90
H: 4.34 0.30 -2.64
H: 0.67 -1.91 -1.89
H: -3.69 -2.56 -0.04
H: 1.63 -4.63 -0.81
C: -1.44 3.48 -0.66
C: -0.31 2.66 -0.56
H: -2.28 3.19 -1.27
H: -5.20 -0.34 -3.71
C: 3.29 1.24 -4.28
H: 2.02 2.18 -5.71
H: 2.30 -3.05 -0.33
C: 1.29 -2.83 4.10
H: 1.52 -0.33 4.72
C: -1.01 -1.17 4.02
H: 2.84 0.68 4.22
C: -4.17 0.49 -2.01
H: -1.99 -1.49 4.39
C: 2.55 -2.23 3.46

Output
- Maximum force: 0.0179 hartree/bohr
- Molar mass: 532.666 g mol⁻¹
- HOMO energy: -5.56 eV
- Gap between HOMO and LUMO: 5.8 eV
- Net charge: 0